[1]
A molecular structure, C36H36BaF6N6O6P2S2Si at a distorted geometry, computed with ωB97M-V/def2-TZVPD.

Last column: Mulliken charge in e.
Cartesian coordinates (Å):
Ba  1.184  0.843  0.855  1.915
N  -1.427  0.203  5.163  0.156
C  -0.352  -0.267  4.511  -0.286
N  -0.614  -0.349  3.231  -0.078
C  -1.893  0.119  3.139  0.353
N  -2.414  0.467  4.298  -0.752
C  -2.626  0.215  1.876  0.277
C  -3.872  0.839  1.806  -0.411
N  -4.553  0.900  0.670  -0.657
C  -3.978  0.377  -0.406  -0.567
C  -2.721  -0.208  -0.348  -0.133
N  -2.056  -0.309  0.794  0.349
H  -1.544  0.420  6.137  0.194
H  0.586  -0.532  4.972  0.516
H  -4.325  1.285  2.682  0.529
H  -4.533  0.455  -1.334  0.441
H  -2.213  -0.592  -1.229  0.270
O  -0.060  -2.377  -0.571  0.045
P  -0.242  -3.535  -1.463  0.584
C  -0.907  -3.023  -3.109  -1.209
P  -0.117  -1.470  -3.732  1.029
O  -0.443  -0.291  -2.903  -0.578
C  1.648  -1.768  -3.965  0.506
C  2.556  -0.918  -3.347  -0.294
C  3.913  -1.069  -3.595  -0.466
C  4.358  -2.084  -4.428  -0.750
C  3.450  -2.949  -5.028  -0.837
C  2.094  -2.780  -4.811  -0.223
C  -0.756  -1.326  -5.433  0.464
C  -2.102  -1.567  -5.695  -0.501
C  -2.620  -1.329  -6.958  -0.712
C  -1.797  -0.846  -7.966  -0.454
C  -0.457  -0.594  -7.708  -0.713
C  0.062  -0.829  -6.444  -0.486
C  -1.545  -4.680  -0.899  0.429
C  -2.720  -4.059  -0.472  -0.570
C  -3.796  -4.817  -0.043  -0.609
C  -3.705  -6.203  -0.035  -0.536
C  -2.534  -6.823  -0.441  -0.692
C  -1.452  -6.066  -0.870  -0.449
C  1.254  -4.528  -1.702  0.889
C  1.296  -5.649  -2.529  -0.418
C  2.457  -6.397  -2.617  -0.910
C  3.576  -6.025  -1.885  -0.715
C  3.538  -4.905  -1.067  -0.513
C  2.376  -4.152  -0.971  -0.630
H  -1.946  -2.745  -2.917  0.642
H  -0.881  -3.841  -3.828  0.662
H  2.191  -0.152  -2.673  0.511
H  4.619  -0.393  -3.133  0.226
H  5.418  -2.202  -4.614  0.397
H  3.798  -3.739  -5.681  0.425
H  1.377  -3.419  -5.316  0.414
H  -2.749  -1.936  -4.908  0.253
H  -3.668  -1.509  -7.158  0.408
H  -2.203  -0.656  -8.951  0.384
H  0.182  -0.204  -8.490  0.401
H  1.105  -0.630  -6.233  0.396
H  -2.764  -2.976  -0.458  0.189
H  -4.704  -4.333  0.292  0.447
H  -4.546  -6.800  0.295  0.377
H  -2.457  -7.903  -0.418  0.414
H  -0.534  -6.555  -1.163  0.495
H  0.425  -5.939  -3.105  0.518
H  2.490  -7.271  -3.255  0.415
H  4.485  -6.608  -1.961  0.428
H  4.415  -4.619  -0.502  0.468
H  2.323  -3.269  -0.343  0.375
F  0.285  5.332  -0.027  -0.202
C  -0.715  4.643  0.478  0.601
F  -1.811  4.953  -0.208  -0.189
F  -0.925  5.009  1.745  -0.210
S  -0.536  2.770  0.388  0.659
O  0.654  2.502  -0.372  -0.752
O  -1.771  2.364  -0.167  -0.640
N  -0.382  2.314  1.888  -0.363
S  0.968  2.809  2.497  0.864
O  1.562  3.858  1.735  -0.550
O  1.795  1.690  2.852  -0.610
C  0.665  3.530  4.182  0.465
F  1.876  3.679  4.706  -0.205
F  -0.014  2.665  4.935  -0.164
F  0.040  4.688  4.203  -0.188
C  5.284  0.710  -0.478  -0.945
Si  4.256  -0.368  0.775  0.205
C  5.134  -2.086  0.496  -1.050
C  5.147  0.128  2.428  -1.222
H  6.364  0.562  -0.387  0.345
H  5.081  1.772  -0.301  0.335
H  4.998  0.498  -1.514  0.063
H  6.223  -1.981  0.474  0.542
H  4.822  -2.538  -0.448  -0.050
H  4.888  -2.795  1.293  0.325
H  6.238  0.097  2.344  0.347
H  4.856  -0.535  3.248  0.297
H  4.867  1.145  2.721  0.246

Cartesian forces, eV/Å:
Ba 4.4 -14.1 -3.2
N 0.3 -0.1 0.0
C 0.0 -0.1 0.1
N 0.1 0.2 -0.3
C 0.1 -0.2 0.4
N -0.3 0.0 -0.2
C -0.4 0.0 -0.3
C 0.0 -0.1 0.0
N -0.1 0.1 0.0
C 0.0 0.0 0.1
C 0.0 -0.3 -0.1
N 0.2 0.2 0.2
H 0.0 0.0 0.0
H -0.1 0.0 0.1
H 0.0 0.0 0.0
H 0.1 -0.1 0.0
H 0.0 0.1 0.0
O 0.2 0.5 0.4
P -0.3 -0.7 -0.6
C 0.7 0.4 0.4
P -0.2 -0.6 -0.5
O 0.0 0.3 0.4
C -0.3 0.0 0.2
C 0.0 -0.1 0.0
C 0.1 0.1 0.1
C 0.0 0.0 0.0
C 0.0 0.0 -0.1
C 0.0 -0.1 0.0
C 0.1 0.0 0.2
C 0.0 0.0 0.0
C -0.1 0.0 0.0
C 0.0 0.0 0.0
C 0.0 0.0 0.0
C -0.1 0.0 0.0
C 0.1 0.2 0.0
C 0.0 0.0 0.0
C 0.0 0.0 0.0
C 0.0 0.0 0.0
C 0.0 -0.1 0.0
C 0.0 0.0 0.0
C -0.3 0.3 0.0
C 0.0 0.1 -0.1
C 0.0 -0.1 -0.1
C 0.0 0.0 0.0
C 0.1 -0.1 0.0
C -0.1 0.0 -0.1
H -0.1 -0.1 0.0
H 0.0 0.0 -0.1
H 0.0 0.0 -0.1
H 0.0 -0.1 -0.1
H 0.0 0.0 0.0
H 0.0 0.0 0.0
H 0.0 0.0 0.0
H 0.0 0.0 0.0
H 0.0 0.0 0.0
H 0.0 0.0 0.0
H 0.0 0.0 0.0
H 0.0 0.0 -0.1
H -0.1 0.0 0.0
H 0.0 0.0 0.0
H 0.0 0.0 0.0
H 0.0 0.0 0.0
H -0.1 0.0 0.0
H 0.0 0.0 0.0
H 0.0 0.0 0.0
H 0.0 0.0 0.0
H 0.0 0.0 0.0
H 0.1 0.0 0.0
F 0.2 -0.2 -0.1
C -0.5 0.7 0.0
F 0.0 -0.1 -0.1
F 0.1 -0.1 -0.1
S -3.9 4.6 -1.5
O -0.8 3.5 -3.4
O -0.1 -0.4 0.2
N -1.7 1.5 1.1
S 0.6 4.1 4.3
O 0.5 0.1 0.0
O 0.9 0.7 2.7
C -0.1 -0.2 0.5
F 0.0 0.1 -0.1
F -0.1 -0.1 -0.1
F -0.1 0.0 -0.4
C -0.3 0.0 0.1
Si 1.1 -0.2 0.0
C -0.4 0.2 0.0
C -0.3 0.1 -0.1
H 0.0 -0.1 0.0
H 0.0 0.0 -0.1
H 0.1 0.1 0.2
H 0.0 0.1 0.0
H 0.0 0.0 -0.1
H 0.0 0.0 0.0
H 0.0 0.0 -0.1
H 0.0 0.0 0.0
H 0.0 0.0 0.1

Results
HOMO energy = -5.7341 eV
strongest force on any atom = 15.15 eV/Å
electronic energy = -4566.62834 Eh
LUMO energy = 0.1 eV

[2]
2 unconnected molecules or ions with the total composition C10H20OSi at a distorted geometry, computed with ωB97M-V/def2-TZVPD.

Last column: Mulliken charge in e.
Cartesian coordinates (Å):
C  -1.396  3.858  -0.443  -1.039
C  -0.603  2.559  -0.699  -0.681
Si  -1.470  0.840  -0.149  0.560
O  -3.063  0.869  -0.718  -0.578
C  -0.411  -0.800  -0.564  0.412
C  0.101  -0.901  -2.019  -0.947
C  1.061  -2.129  -2.234  -0.814
C  2.156  -2.173  -1.189  -0.730
C  1.496  -2.206  0.243  -0.796
C  0.631  -1.004  0.497  -0.933
H  -0.838  4.719  -0.975  0.300
H  -2.435  3.971  -0.832  0.287
H  -1.375  3.993  0.710  0.245
H  0.265  2.743  0.048  0.234
H  -0.297  2.490  -1.674  0.514
H  -1.471  0.964  1.315  -0.226
H  -3.245  1.486  -1.441  0.317
H  -1.103  -1.658  -0.397  0.294
H  0.687  -0.118  -2.246  0.454
H  -0.798  -1.128  -2.662  0.295
H  1.684  -1.881  -3.143  0.285
H  0.630  -3.061  -2.200  0.476
H  2.718  -3.091  -1.307  0.318
H  2.916  -1.387  -1.312  0.398
H  1.118  -3.269  0.412  0.303
H  2.313  -2.083  0.917  0.346
H  0.294  -1.015  1.531  0.354
H  1.316  -0.177  0.494  0.349
C  0.327  -0.309  5.084  -0.300
C  -0.767  0.093  4.806  -0.427
H  1.337  -0.628  5.267  0.391
H  -1.777  0.432  4.881  0.336

Cartesian forces, eV/Å:
C 0.3 1.3 0.6
C -0.6 -0.6 4.0
Si 0.8 0.8 -0.9
O 0.8 -0.1 0.0
C -2.2 0.4 0.2
C -2.2 -4.8 1.2
C 2.4 3.7 -0.5
C -0.6 -0.2 1.5
C 1.4 -1.2 -1.1
C 0.4 -0.1 0.1
H -0.7 -1.1 1.2
H 0.6 -0.6 0.4
H -0.4 0.3 -2.1
H -0.8 -0.9 -1.6
H 1.2 -0.1 -2.4
H -0.3 -0.3 0.3
H 0.1 -0.3 0.3
H -0.1 0.5 -0.3
H 1.5 3.3 -1.3
H 1.0 1.0 0.3
H -1.3 -0.9 0.1
H -1.5 -2.1 -0.6
H 0.2 -0.3 -0.1
H -0.5 0.2 0.3
H -0.2 1.5 -0.1
H 0.8 -0.3 0.9
H -0.7 -0.1 0.0
H 0.6 0.7 -0.1
C 0.5 0.0 -0.3
C -0.1 -0.1 0.8
H -0.4 0.1 -0.1
H 0.1 0.0 -0.5

Results
relative energy (zero: lowest compared OMol25 entry of this formula, charge and spin) = 91.5 kcal per mole
HOMO energy = -9.3503 eV
strongest force on any atom = 5.37 eV/Å
electronic energy = -757.66832 Eh
LUMO energy = 0.8 eV

[3]
A gas-phase ion, C5H8N (charge +1) at a distorted geometry, computed with ωB97M-V/def2-TZVPD.

Last column: Mulliken charge in e.
Cartesian coordinates (Å):
C  -1.740  -0.957  0.939  -0.152
N  -1.118  -0.152  0.141  0.045
C  -1.661  0.753  -0.856  -0.872
C  0.233  -0.145  0.089  -0.077
C  1.450  -0.159  0.067  0.628
C  2.851  -0.027  0.024  -1.257
H  -2.815  -0.826  1.070  0.298
H  -1.166  -1.355  1.751  0.317
H  -1.014  0.731  -1.850  0.315
H  -1.705  1.767  -0.409  0.348
H  -2.673  0.575  -1.057  0.398
H  3.202  0.943  -0.187  0.350
H  3.120  -0.376  0.977  0.332
H  3.036  -0.769  -0.700  0.327

Cartesian forces, eV/Å:
C -0.7 2.3 0.6
N 0.4 -1.3 -0.2
C 1.0 1.7 -1.8
C 2.8 -0.4 0.4
C -4.2 1.4 0.0
C -0.8 -0.9 0.2
H 0.1 -0.5 -0.6
H 0.3 -0.9 -0.1
H -1.4 0.0 2.4
H 0.7 -0.4 -0.3
H -1.4 -0.9 -0.4
H 0.4 1.1 -0.4
H 1.3 -0.4 1.3
H 1.6 -0.8 -1.1

Results
relative energy (zero: lowest compared OMol25 entry of this formula, charge and spin) = 87.4 kcal per mole
HOMO energy = -14.5395 eV
strongest force on any atom = 4.45 eV/Å
total charge = +1
electronic energy = -249.68583 Eh
LUMO energy = -5.6 eV

[4]
A single C7H11Br2NO2 molecule at a distorted geometry, computed with ωB97M-V/def2-TZVPD.

Last column: Mulliken charge in e.
Cartesian coordinates (Å):
O  0.978  -1.124  2.742  -0.639
C  0.365  -1.368  1.734  0.479
N  -0.418  -2.392  1.531  -0.005
O  -0.379  -3.499  2.373  -0.429
C  0.594  -0.182  0.331  0.197
Br  2.545  0.035  0.502  0.024
C  0.074  -0.792  -0.967  -0.829
C  0.039  0.369  -2.008  -0.569
C  -0.519  1.674  -1.570  -0.522
C  0.020  2.223  -0.270  -0.857
C  -0.018  1.125  0.744  -0.354
Br  -1.936  0.864  1.153  -0.119
H  -0.933  -2.824  0.779  0.186
H  0.223  -3.172  3.058  0.344
H  -0.947  -1.333  -1.048  0.335
H  0.747  -1.438  -1.445  0.346
H  -0.563  0.125  -2.862  0.333
H  1.150  0.403  -2.138  0.283
H  -0.388  2.362  -2.480  0.327
H  -1.649  1.742  -1.485  0.295
H  1.069  2.576  -0.440  0.357
H  -0.508  3.149  0.018  0.327
H  0.454  1.477  1.747  0.489

Cartesian forces, eV/Å:
O -0.1 -0.7 0.5
C 1.0 3.6 -2.6
N -1.4 -2.2 -0.8
O 0.6 0.3 1.3
C -1.0 -3.5 2.8
Br -0.4 0.0 -0.8
C -2.2 1.3 -1.1
C 1.0 -0.9 1.1
C -1.8 2.5 -1.5
C 1.4 1.1 -1.3
C 0.3 1.2 2.7
Br 0.0 -0.3 0.3
H 0.4 1.6 -0.9
H 0.1 -0.3 0.5
H 1.4 1.0 1.3
H 1.1 -1.4 0.1
H 0.4 -0.7 -0.8
H -0.9 0.9 -1.0
H 0.3 -0.5 1.5
H 1.1 -0.9 -0.1
H -0.5 -0.6 0.3
H 0.0 -0.7 0.2
H -0.9 -0.8 -1.7

Results
relative energy (zero: lowest compared OMol25 entry of this formula, charge and spin) = 30.0 kcal per mole
HOMO energy = -9.5097 eV
strongest force on any atom = 4.59 eV/Å
electronic energy = -5626.49505 Eh
LUMO energy = 0.5 eV

[5]
2 unconnected molecules or ions with the total composition C5H8, computed with ωB97M-V/def2-TZVPD.

Last column: Mulliken charge in e.
Cartesian coordinates (Å):
C  0.580  1.302  -0.410  -0.879
C  1.171  0.403  0.354  0.202
C  1.190  -1.065  0.087  -0.991
H  0.032  1.035  -1.297  0.258
H  0.613  2.351  -0.162  0.262
H  1.706  0.712  1.244  0.303
H  0.505  -1.321  -0.718  0.274
H  2.199  -1.377  -0.191  0.300
H  0.911  -1.617  0.984  0.267
C  -2.588  0.403  0.498  -0.408
C  -2.952  -0.345  -0.358  -0.355
H  -2.306  1.057  1.267  0.398
H  -3.233  -0.993  -1.137  0.369

Cartesian forces, eV/Å:
C 0.0 0.3 0.1
C 0.1 -0.2 0.0
C 0.0 0.1 0.0
H -0.1 -0.1 -0.2
H 0.0 0.2 0.0
H 0.0 0.2 0.1
H 0.0 -0.1 -0.1
H 0.0 -0.1 0.0
H 0.0 -0.1 0.0
C -0.2 -0.2 -0.2
C 0.1 0.1 0.1
H 0.2 0.4 0.4
H -0.2 -0.3 -0.3

Results
relative energy (zero: lowest compared OMol25 entry of this formula, charge and spin) = 57.4 kcal per mole
HOMO energy = -9.5367 eV
strongest force on any atom = 0.62 eV/Å
electronic energy = -195.20053 Eh
LUMO energy = 1.2 eV

[6]
A molecular structure, C15H20BN9O8P2Ti at a distorted geometry, computed with ωB97M-V/def2-TZVPD.

Last column: Löwdin spin population.
Cartesian coordinates (Å):
Ti  0.891  -0.827  -0.641  1.442
C  0.156  -2.403  3.268  0.004
C  0.719  -2.460  1.991  0.053
N  0.430  -1.355  1.301  0.004
N  -0.297  -0.558  2.131  0.021
C  -0.474  -1.182  3.321  0.045
B  -0.763  0.800  1.567  0.008
N  -1.645  0.443  0.343  0.026
C  -2.937  0.684  0.013  0.035
C  -3.216  -0.014  -1.139  0.008
C  -2.022  -0.668  -1.470  0.053
N  -1.081  -0.386  -0.567  0.012
N  0.502  1.542  1.075  0.019
C  0.939  2.798  1.311  0.030
C  2.118  2.968  0.620  0.006
C  2.347  1.742  -0.015  0.039
N  1.361  0.893  0.265  0.009
N  -1.496  1.720  2.546  0.000
C  -1.513  1.783  3.899  0.000
C  -2.209  2.908  4.268  0.000
C  -2.578  3.495  3.046  0.000
N  -2.138  2.787  2.022  0.000
H  0.212  -3.144  4.047  -0.001
H  1.323  -3.240  1.559  0.004
H  -1.057  -0.751  4.113  0.004
H  -3.556  1.328  0.608  0.003
H  -4.156  -0.055  -1.664  0.000
H  -1.815  -1.369  -2.261  0.005
H  0.377  3.482  1.924  0.002
H  2.740  3.847  0.598  0.000
H  3.149  1.433  -0.665  0.002
H  -1.014  1.061  4.519  0.000
H  -2.423  3.252  5.266  0.000
H  -3.131  4.405  2.872  0.000
O  3.448  -1.352  0.631  0.020
P  3.409  -2.034  -0.856  0.011
O  4.763  -2.443  -1.252  0.002
O  2.569  -1.093  -1.685  0.027
O  2.451  -3.321  -0.530  0.014
P  1.204  -3.657  -1.555  0.006
O  0.544  -4.886  -0.727  0.003
O  1.674  -4.102  -2.868  0.001
O  0.213  -2.511  -1.427  0.035
H  4.228  -1.696  1.089  0.002
H  0.031  -4.531  0.012  0.001
N  -0.856  2.187  -2.913  0.019
C  -0.120  1.042  -3.070  0.065
O  0.686  0.708  -2.220  0.018
C  -0.335  0.284  -4.377  0.117
C  0.296  -1.061  -4.360  0.719
H  -0.580  2.760  -2.129  0.002
H  -1.164  2.679  -3.735  0.002
H  0.106  0.913  -5.162  0.018
H  -1.410  0.225  -4.561  0.005
H  1.372  -1.144  -4.327  0.039
H  -0.271  -1.927  -4.052  0.041

Cartesian forces, eV/Å:
Ti -0.7 0.3 -1.2
C 0.0 0.0 0.1
C -0.2 -0.1 0.0
N 0.0 -0.5 1.8
N 0.0 -0.1 0.3
C 0.0 -0.1 -0.1
B 0.0 0.0 -0.3
N -0.2 0.2 -0.1
C 0.1 -0.1 0.1
C -0.1 0.0 -0.1
C -0.1 0.0 0.3
N -2.0 0.5 -0.2
N 0.0 0.2 0.1
C -0.1 -0.1 -0.1
C 0.2 0.1 0.0
C -0.2 0.0 0.1
N 1.0 2.2 1.1
N -0.1 -0.1 0.1
C 0.1 0.1 0.1
C 0.0 0.0 0.0
C 0.1 0.0 0.0
N -0.1 0.0 -0.1
H 0.0 0.0 0.0
H 0.1 0.1 -0.1
H 0.0 -0.1 -0.1
H 0.0 0.0 0.1
H 0.0 0.0 0.0
H 0.1 0.0 0.0
H 0.0 -0.1 0.0
H 0.0 0.0 0.0
H 0.0 -0.1 0.0
H 0.0 0.1 -0.1
H 0.0 0.0 0.0
H 0.0 0.0 0.0
O 0.4 -0.3 -0.1
P 1.0 -0.4 0.4
O 0.1 0.0 0.0
O 1.3 -0.2 -0.3
O -0.2 0.3 -0.5
P -0.1 -0.9 0.2
O 0.1 0.1 0.0
O 0.0 0.0 -0.1
O -0.2 -1.3 -0.5
H -0.1 0.1 -0.1
H 0.0 0.0 -0.1
N 0.3 0.0 -0.1
C 0.1 0.5 -0.2
O -0.3 0.0 -0.5
C 0.0 -0.1 0.2
C 0.0 0.0 0.0
H -0.1 0.0 0.0
H -0.2 -0.1 0.0
H 0.0 0.0 0.0
H 0.0 0.1 0.0
H 0.0 0.0 0.0
H 0.0 0.0 -0.1

Results
relative energy (zero: lowest compared OMol25 entry of this formula, charge and spin) = 47.6 kcal per mole
<S²> = 3.77
HOMO energy (spin up / spin down) = -1.8312 / -6.4551 eV
strongest force on any atom = 2.63 eV/Å
2S+1 = 4
total charge = -1
electronic energy = -3235.86587 Eh
LUMO energy (spin up / spin down) = 2.5 / 2.5 eV

Q: Among the records above, which one has the lowest electronic energy?
A: C7H11Br2NO2